1.
Computed, not measured: a molecular structure, C37H55FeP2SSi, with wB97M-V/def2-TZVPD.

net charge: -1
gap between HOMO and LUMO (alpha / beta): 6.22 / 6.22 eV
electronic energy: -4077.06481 hartree
largest force on an atom: 0.6 eV Å⁻¹

CARTESIAN COORDINATES (ANGSTROEM)
Fe: -0.296 -0.253 -0.253
C: 1.376 3.092 -0.617
Si: 1.294 1.311 0.021
C: 2.962 0.572 -0.640
C: 4.243 1.073 -0.382
C: 5.373 0.516 -0.958
C: 5.239 -0.537 -1.859
C: 3.978 -1.041 -2.139
C: 2.846 -0.524 -1.501
P: 1.082 -1.065 -1.758
C: 0.874 -0.387 -3.494
C: 1.291 -1.286 -4.666
C: 0.191 -2.225 -5.159
C: -1.103 -1.469 -5.449
C: -1.558 -0.663 -4.234
C: -0.473 0.300 -3.773
C: 1.082 -2.923 -1.695
C: 2.015 -3.827 -2.507
C: 2.102 -5.205 -1.824
C: 0.770 -5.615 -1.173
C: -0.398 -4.988 -1.924
C: -0.365 -3.457 -1.794
C: 1.601 1.514 1.904
C: 2.209 2.611 2.524
C: 2.332 2.689 3.903
C: 1.839 1.660 4.696
C: 1.239 0.562 4.101
C: 1.122 0.476 2.712
P: 0.373 -0.931 1.778
C: 1.467 -2.414 2.118
C: 2.820 -2.292 1.392
C: 3.933 -1.664 2.224
C: 4.148 -2.453 3.508
C: 2.866 -2.434 4.328
C: 1.674 -2.986 3.540
C: -1.259 -1.285 2.594
C: -1.845 -2.615 2.043
C: -1.997 -3.665 3.141
C: -2.981 -3.195 4.221
C: -2.886 -1.676 4.443
C: -1.484 -1.163 4.112
H: 2.384 3.500 -0.493
H: 0.670 3.742 -0.092
H: 1.124 3.134 -1.680
H: 4.360 1.913 0.299
H: 6.356 0.908 -0.724
H: 6.112 -0.959 -2.342
H: 3.890 -1.833 -2.871
H: 1.615 0.418 -3.448
H: 2.197 -1.848 -4.425
H: 1.561 -0.623 -5.499
H: -0.007 -2.997 -4.412
H: 0.540 -2.748 -6.055
H: -1.882 -2.166 -5.769
H: -0.930 -0.782 -6.288
H: -1.824 -1.318 -3.402
H: -2.467 -0.103 -4.465
H: -0.813 0.827 -2.883
H: -0.306 1.046 -4.562
H: 1.377 -3.047 -0.648
H: 3.019 -3.420 -2.589
H: 1.634 -3.940 -3.525
H: 2.890 -5.176 -1.065
H: 2.407 -5.958 -2.557
H: 0.741 -5.274 -0.132
H: 0.687 -6.704 -1.140
H: -1.353 -5.368 -1.554
H: -0.338 -5.281 -2.979
H: -0.920 -3.124 -0.918
H: -0.895 -3.007 -2.634
H: 2.581 3.430 1.916
H: 2.801 3.553 4.360
H: 1.918 1.717 5.776
H: 0.862 -0.230 4.733
H: 0.898 -3.182 1.576
H: 2.693 -1.710 0.482
H: 3.147 -3.294 1.080
H: 3.674 -0.627 2.466
H: 4.844 -1.623 1.620
H: 4.980 -2.046 4.089
H: 4.411 -3.488 3.253
H: 2.681 -1.405 4.629
H: 2.976 -3.016 5.249
H: 0.765 -2.900 4.131
H: 1.842 -4.065 3.420
H: -1.849 -0.484 2.142
H: -1.231 -3.006 1.232
H: -2.811 -2.406 1.577
H: -1.020 -3.865 3.589
H: -2.333 -4.613 2.713
H: -2.782 -3.722 5.158
H: -4.000 -3.460 3.926
H: -3.158 -1.423 5.471
H: -3.600 -1.159 3.796
H: -0.760 -1.723 4.707
H: -1.386 -0.118 4.405
S: -2.290 -0.042 -0.639

Atoms 1-2, force components in eV/Å:
Fe 0.3 0.1 -0.2
C 0.0 0.1 -0.1


2.
Computed, not measured: a molecular structure, C30H46O3P2Yb, with wB97M-V/def2-TZVPD.

net charge: +1
2S+1: 2
gap between HOMO and LUMO (alpha / beta): 8.06 / 5.87 eV
electronic energy: -3237.54814 hartree
relative energy (zero: lowest compared OMol25 entry of this formula, charge and spin): 0.00 kcal/mol
largest force on an atom: 3.1 eV Å⁻¹

CARTESIAN COORDINATES (ANGSTROEM)
Yb: -0.391 0.063 0.795
C: -0.913 -2.486 2.480
C: 0.404 -2.751 2.000
C: 0.555 -1.165 3.666
C: -0.813 -1.491 3.498
C: 1.309 -1.925 2.728
C: -2.151 -3.160 2.020
H: -2.169 -3.237 0.915
H: -3.038 -2.580 2.302
H: -2.246 -4.175 2.451
C: -1.925 -0.929 4.292
H: -2.874 -1.429 4.058
H: -2.061 0.139 4.050
H: -1.731 -1.004 5.376
C: 1.068 -0.208 4.670
H: 0.828 -0.525 5.701
H: 0.625 0.792 4.520
H: 2.155 -0.096 4.573
C: 2.777 -1.862 2.542
H: 3.306 -2.630 3.136
H: 3.156 -0.876 2.848
H: 3.053 -1.992 1.483
C: 0.798 -3.763 0.986
H: 1.255 -4.654 1.457
H: 1.529 -3.354 0.271
H: -0.061 -4.093 0.391
C: -1.194 0.956 -3.544
C: -1.787 -0.196 -3.931
C: -1.359 -1.005 -5.114
C: 0.144 -1.108 -5.482
C: 1.139 -0.836 -4.379
C: 1.712 0.361 -4.073
C: 1.147 1.714 -4.340
C: -0.382 1.773 -4.520
H: -1.906 -0.624 -5.995
H: 0.344 -0.442 -6.336
H: -1.772 -2.019 -4.989
H: -0.625 1.479 -5.554
H: -1.471 1.436 -2.594
H: -2.811 -0.456 -3.622
H: -0.692 2.833 -4.478
H: 1.438 2.415 -3.550
H: 2.790 0.359 -3.845
H: 1.654 2.173 -5.204
H: 0.345 -2.129 -5.876
H: 1.724 -1.726 -4.078
P: -1.440 -1.802 -1.007
C: -2.941 -0.718 -1.005
C: -1.531 -2.894 -2.429
P: 1.901 -0.466 -0.717
C: 0.113 -0.601 -1.467
C: 2.998 -1.475 -1.740
C: 2.103 1.314 -1.205
H: -3.024 -0.052 -0.122
H: -3.793 -1.413 -0.943
H: -3.130 -0.077 -1.878
H: -0.642 -2.686 -3.046
H: -2.444 -2.777 -3.041
H: -1.479 -3.930 -2.023
H: 1.415 1.543 -2.042
H: 3.134 1.550 -1.542
H: 1.828 1.974 -0.361
H: -0.327 0.429 -1.438
H: 0.232 -0.782 -2.536
H: 3.693 -1.950 -1.027
H: 3.575 -0.894 -2.470
H: 2.390 -2.256 -2.217
O: 1.984 3.966 2.732
C: 0.811 4.335 3.267
C: 0.671 5.592 3.888
C: -0.523 5.904 4.529
C: -1.577 4.987 4.580
C: -1.491 3.784 3.890
C: -0.300 3.429 3.260
C: -0.295 2.258 2.372
O: -1.395 1.634 2.155
O: 0.813 1.865 1.823
H: 1.799 3.084 2.271
H: 1.481 6.322 3.867
H: -0.629 6.876 5.003
H: -2.502 5.224 5.101
H: -2.362 3.133 3.810

Atoms 1-2, force components in eV/Å:
Yb 0.2 -0.5 2.7
C -0.4 1.3 0.5


3.
Computed, not measured: C5H14P2 in the gas phase, with wB97M-V/def2-TZVPD.

gap between HOMO and LUMO: 8.04 eV
electronic energy: -881.49221 hartree
structure (SMILES): C=P(C)(C)P(C)C
relative energy (zero: lowest compared OMol25 entry of this formula, charge and spin): 60.99 kcal/mol
largest force on an atom: 3.9 eV Å⁻¹

CARTESIAN COORDINATES (ANGSTROEM)
C: -1.258 -2.187 0.019
P: -0.760 -0.530 0.107
C: -2.238 0.256 -0.484
C: -0.601 0.051 1.821
P: 0.684 0.578 -1.235
C: 1.449 1.949 -0.158
C: 2.083 -0.594 -1.142
H: -0.397 -2.763 0.542
H: -1.320 -2.503 -1.027
H: -2.269 1.397 -0.447
H: -2.723 -0.025 -1.447
H: -2.995 -0.126 0.333
H: -0.720 1.231 1.835
H: -1.352 -0.612 2.412
H: 0.539 -0.047 2.119
H: 0.806 2.787 -0.134
H: 2.313 2.045 -0.876
H: 1.793 1.748 0.939
H: 1.645 -1.416 -0.398
H: 2.977 -0.174 -0.718
H: 2.342 -1.065 -2.063

Atoms 1-2, force components in eV/Å:
C 2.9 -0.4 1.1
P -1.0 0.0 -1.1


4.
Computed, not measured: a molecular structure, C5H13N, with wB97M-V/def2-TZVPD.

gap between HOMO and LUMO: 5.40 eV
electronic energy: -252.73762 hartree
relative energy (zero: lowest compared OMol25 entry of this formula, charge and spin): 204.23 kcal/mol
largest force on an atom: 3.2 eV Å⁻¹

CARTESIAN COORDINATES (ANGSTROEM)
C: 0.949 -2.184 -0.706
C: 1.711 -0.781 -0.937
C: 0.861 0.426 -0.841
C: 0.354 0.692 0.519
N: -0.992 0.067 1.026
C: -1.985 0.274 0.097
H: 1.563 -3.076 -0.652
H: 0.325 -2.080 0.176
H: 0.261 -2.120 -1.541
H: 2.106 -0.792 -1.970
H: 2.566 -0.837 -0.241
H: 0.280 1.762 0.674
H: 0.791 1.242 -1.535
H: -1.786 3.459 2.363
H: 1.051 0.272 1.230
H: -2.187 2.853 2.420
H: -1.039 -0.697 -0.011
H: -1.933 0.977 -0.741
H: -2.896 0.542 0.673

Atoms 1-2, force components in eV/Å:
C -0.4 2.6 -0.5
C 0.8 -1.4 -1.0


5.
Computed, not measured: a molecular structure, C4H7NO2, with wB97M-V/def2-TZVPD.

gap between HOMO and LUMO: 9.07 eV
electronic energy: -361.74391 hartree
relative energy (zero: lowest compared OMol25 entry of this formula, charge and spin): 85.94 kcal/mol
largest force on an atom: 0.5 eV Å⁻¹

CARTESIAN COORDINATES (ANGSTROEM)
O: -1.138 -0.504 1.539
C: -1.208 0.142 0.322
C: -0.602 1.369 0.172
O: 1.521 0.987 -0.403
C: 1.811 -0.155 0.000
N: 1.017 -1.238 -0.145
C: -0.072 -0.973 -0.878
H: -0.304 -1.007 1.546
H: -2.104 -0.074 -0.261
H: -0.768 1.960 -0.722
H: -0.086 1.844 0.997
H: 2.726 -0.315 0.588
H: -0.008 -0.290 -1.728
H: -0.778 -1.796 -0.986

Atoms 1-2, force components in eV/Å:
O 0.1 -0.1 0.1
C -0.1 0.4 -0.1


6.
Computed, not measured: C3H5FO4S in the gas phase, with wB97M-V/def2-TZVPD.

gap between HOMO and LUMO: 11.11 eV
electronic energy: -916.26083 hartree
structure (SMILES): C=C(F)COS(=O)(=O)O
largest force on an atom: 3.3 eV Å⁻¹

CARTESIAN COORDINATES (ANGSTROEM)
C: 1.691 -1.398 -0.295
C: 0.705 -0.859 0.369
F: -0.331 -1.622 0.892
C: 0.681 0.602 0.724
O: -0.047 1.281 -0.256
S: -1.631 1.034 -0.096
O: -2.008 0.801 1.245
O: -2.256 2.060 -0.847
O: -1.670 -0.286 -1.027
H: 1.772 -2.508 -0.526
H: 2.595 -0.902 -0.479
H: 0.170 0.820 1.677
H: 1.674 0.910 0.540
H: -1.346 0.067 -1.920

Atoms 1-2, force components in eV/Å:
C 0.1 -3.3 -0.2
C -0.8 -0.7 1.7